A:
{"formula": "C4H10Se", "method": "ωB97M-V with the def2-TZVPD basis set", "homo_lumo_gap_ev": 9.58, "smiles": "CCCC[SeH]", "symbols": ["C", "C", "C", "C", "Se", "H", "H", "H", "H", "H", "H", "H", "H", "H", "H"], "coordinates": [[-0.879, -0.623, -1.897], [-0.310, -0.877, -0.506], [-0.004, 0.432, 0.220], [0.605, 0.173, 1.585], [0.983, 1.837, 2.580], [-0.169, -0.066, -2.503], [-1.800, -0.049, -1.832], [-1.095, -1.564, -2.398], [-1.025, -1.458, 0.081], [0.606, -1.467, -0.590], [-0.923, 1.010, 0.333], [0.689, 1.025, -0.383], [-0.081, -0.382, 2.228], [1.542, -0.381, 1.511], [1.862, 2.391, 1.572]]}

---

B:
{"formula": "C4H10Se", "method": "ωB97M-V with the def2-TZVPD basis set", "homo_lumo_gap_ev": [7.55, 7.55], "symbols": ["C", "C", "C", "C", "Se", "H", "H", "H", "H", "H", "H", "H", "H", "H", "H"], "coordinates": [[1.118, -1.879, -0.276], [0.994, 0.580, -0.159], [-2.270, 1.375, -0.353], [0.629, -0.703, 0.501], [-2.052, -0.576, 0.024], [1.380, -1.576, -1.314], [0.381, -2.717, -0.271], [1.966, -2.331, 0.356], [2.132, 0.377, -0.162], [0.742, 0.875, -1.190], [0.796, 1.460, 0.462], [-2.351, 1.952, 0.593], [-1.230, 1.600, -0.769], [-2.887, 1.623, -1.156], [0.643, -0.520, 1.566]]}

---

Stability ranking, top and bottom: A is the most stable and B is the least stable.

---

A:
{"formula": "C2H8N2O2", "method": "ωB97M-V with the def2-TZVPD basis set", "homo_lumo_gap_ev": 8.70, "smiles": "N/C=C\\O.NO", "symbols": ["C", "C", "N", "N", "O", "O", "H", "H", "H", "H", "H", "H", "H", "H"], "coordinates": [[-0.938, 0.504, 0.913], [-1.513, -0.549, 0.305], [1.834, -0.921, -0.064], [-0.723, 1.736, 0.346], [2.735, -0.840, -1.199], [-2.237, -0.425, -0.856], [3.148, 0.037, -1.077], [-2.422, 0.524, -0.972], [2.034, -1.858, 0.298], [-0.494, 0.387, 1.900], [-0.663, 1.705, -0.669], [0.098, 2.201, 0.731], [-1.713, -1.485, 0.812], [0.854, -1.016, -0.469]]}

---

B:
{"formula": "C2H8N2O2", "method": "ωB97M-V with the def2-TZVPD basis set", "homo_lumo_gap_ev": 10.47, "smiles": "NC=O.NCO", "symbols": ["N", "C", "O", "H", "H", "H", "H", "H", "C", "N", "O", "H", "H", "H"], "coordinates": [[1.814, -0.661, -0.555], [1.806, 0.750, -0.882], [0.609, 1.377, -0.380], [0.871, -0.909, -0.249], [2.390, -0.830, 0.261], [1.818, 0.834, -1.969], [2.653, 1.270, -0.458], [0.830, 2.269, -0.097], [-1.587, -0.465, 1.064], [-2.111, 0.090, -0.120], [-0.933, -1.480, 1.123], [-1.893, 0.094, 1.962], [-2.249, -0.605, -0.848], [-1.476, 0.762, -0.553]]}

---

C:
{"formula": "C2H8N2O2", "method": "ωB97M-V with the def2-TZVPD basis set", "homo_lumo_gap_ev": 10.41, "smiles": "CNC(N)=O.O", "symbols": ["C", "N", "C", "N", "O", "H", "H", "H", "H", "H", "H", "H", "H", "O"], "coordinates": [[-0.368, -0.939, 1.314], [0.364, -0.628, 0.133], [0.998, 0.611, -0.112], [2.190, 0.528, -0.918], [0.761, 1.573, 0.564], [-1.528, -0.864, 1.312], [0.027, -0.181, 2.011], [-0.009, -1.985, 1.634], [0.154, -1.101, -0.740], [2.419, -0.247, -1.383], [2.825, 1.341, -1.089], [-1.838, 0.749, -0.806], [-3.351, 0.440, -0.672], [-2.646, 0.704, -1.248]]}

---

D:
{"formula": "C2H8N2O2", "method": "ωB97M-V with the def2-TZVPD basis set", "homo_lumo_gap_ev": 10.18, "smiles": "NOC=O.CN", "symbols": ["C", "N", "H", "H", "H", "H", "H", "N", "C", "O", "O", "H", "H", "H"], "coordinates": [[-0.994, -0.818, -0.969], [-1.557, 0.238, -1.791], [-1.744, -0.117, -2.728], [-0.886, 0.996, -1.897], [-0.027, -1.149, -1.361], [-1.659, -1.686, -0.962], [-0.818, -0.507, 0.093], [1.794, -0.394, 1.904], [0.394, 1.371, 1.098], [1.341, 0.388, 0.758], [-0.082, 1.591, 2.196], [1.265, -1.265, 1.846], [2.741, -0.643, 1.609], [0.231, 1.996, 0.207]]}

---

Stability ranking, top and bottom: C is the most stable and A is the least stable.

---

A:
{"formula": "C2H8N2O2", "method": "ωB97M-V with the def2-TZVPD basis set", "homo_lumo_gap_ev": 10.37, "symbols": ["C", "N", "H", "H", "H", "H", "H", "H", "N", "C", "O", "O", "H", "H"], "coordinates": [[-0.291, -2.291, 0.418], [-0.147, -0.946, 0.979], [-0.088, -3.074, 1.148], [-1.266, -2.430, -0.038], [0.467, -2.390, -0.360], [-0.573, -0.042, 0.159], [0.819, -0.629, 1.033], [-0.601, -0.823, 1.874], [0.181, 2.855, -0.980], [0.348, 1.548, -0.553], [1.430, 1.147, -0.123], [-0.739, 0.825, -0.636], [1.040, 3.282, -1.289], [-0.578, 2.967, -1.632]]}

---

B:
{"formula": "C2H8N2O2", "method": "ωB97M-V with the def2-TZVPD basis set", "homo_lumo_gap_ev": 10.52, "smiles": "CNC(N)=O.O", "symbols": ["C", "N", "C", "N", "O", "H", "H", "H", "H", "H", "H", "H", "H", "O"], "coordinates": [[-0.167, 0.975, 1.484], [0.447, 1.180, 0.213], [-0.082, 0.444, -0.876], [0.391, 0.594, -2.161], [-0.941, -0.392, -0.658], [-1.216, 0.661, 1.269], [-0.393, 1.765, 2.102], [0.250, 0.194, 2.048], [1.032, 2.000, 0.155], [1.208, 1.004, -2.414], [-0.063, 0.011, -2.779], [0.301, -2.991, 0.884], [-0.363, -1.758, 1.326], [0.301, -2.336, 1.582]]}

---

C:
{"formula": "C2H8N2O2", "method": "ωB97M-V with the def2-TZVPD basis set", "homo_lumo_gap_ev": 10.87, "smiles": "NC=O.NCO", "symbols": ["N", "C", "O", "H", "H", "H", "H", "H", "C", "N", "O", "H", "H", "H"], "coordinates": [[1.947, -0.166, 1.003], [1.315, 0.785, 0.128], [0.940, 0.124, -1.101], [1.336, -0.423, 1.765], [2.833, 0.158, 1.360], [0.408, 1.180, 0.584], [1.989, 1.596, -0.152], [1.237, -0.787, -0.942], [-2.183, -0.747, 0.049], [-1.922, 0.165, -0.926], [-1.586, -0.791, 1.107], [-2.963, -1.500, -0.153], [-0.927, 0.410, -0.941], [-2.425, -0.005, -1.781]]}

---

Stability ranking, top and bottom: A is the most stable and C is the least stable.